Record 1
Molecular formula: C4H3N2O2
Method: DFT, ωB97M-V with the def2-TZVPD basis set

Structure (XYZ):
```
11
C4H3N2O2 ωB97M-V with the def2-TZVPD basis set
C 0.02 -0.15 -1.53
H -1.32 -1.21 -0.29
C 0.93 0.65 2.08
O 3.19 2.85 -0.04
C 2.37 2.12 -0.56
H 1.74 1.27 1.59
H -0.40 -0.45 -2.50
N 1.10 0.52 -1.85
C -0.64 -0.42 -0.36
O 1.35 -0.26 2.76
N 1.69 1.18 -0.85
```

Summary:
charge	-1
gap between HOMO and LUMO (alpha / beta)	6.5 / 6.4	eV
E_HOMO (alpha / beta)	-2.88 / -2.47	eV
LUMO energy (alpha / beta)	0.1347 / 0.1433	Ha
E_tot	-11265.915	eV

Here are the natural (NBO) charges for atoms 1 to 5, given in e:
1 C -0.09
2 H 0.13
3 C 0.35
4 O -0.64
5 C 0.74

=====

Record 2
Molecular formula: C4H9N
Method: DFT, ωB97M-V with the def2-TZVPD basis set

Structure (XYZ):
```
14
C4H9N ωB97M-V with the def2-TZVPD basis set
H 0.11 1.80 2.08
C 0.71 -0.17 0.33
N -0.71 1.33 1.84
C 0.86 -1.03 -0.97
H 1.38 0.73 0.15
C -0.62 0.34 0.74
H -1.31 -0.57 0.97
H -1.05 0.87 -0.19
H -0.70 -0.14 -1.94
H 0.19 -1.50 -2.96
C -0.06 -1.01 -1.98
H -1.53 1.94 1.65
H 1.63 -1.84 -0.94
H 1.10 -0.74 1.23
```

Summary:
gap between HOMO and LUMO	10.2	eV
E_HOMO	-9.05	eV
LUMO energy	0.0441	Ha
SMILES string	C=CCCN
E_tot	-5782.347	eV

Here are the natural (NBO) charges for atoms 1 to 5, given in e:
1 H 0.36
2 C -0.46
3 N -0.86
4 C -0.15
5 H 0.21

=====

Record 3
Molecular formula: C20H46NO33PS8Si
Method: DFT, ωB97M-V with the def2-TZVPD basis set

Structure (XYZ):
```
110
C20H46NO33PS8Si ωB97M-V with the def2-TZVPD basis set
O 4.31 -0.75 -6.86
S -5.24 3.23 -4.00
S -2.23 7.78 2.67
H 2.60 1.85 -5.81
O -0.30 4.96 -1.59
H -1.42 0.84 3.44
O -1.70 7.04 1.59
H 6.28 2.84 2.31
H 3.64 0.88 -4.74
H 3.69 0.97 -7.81
H -7.58 3.33 -2.19
H 1.41 -1.50 5.43
O 3.37 -2.28 -5.20
H 3.78 -2.78 -0.74
O 3.41 0.28 3.94
P 1.50 -1.26 0.94
O -3.54 2.11 2.26
H -3.17 -8.94 -1.97
O 3.15 -4.92 3.48
C -1.58 1.91 3.51
C -2.14 2.46 2.21
C 4.11 0.67 -6.85
H -7.86 1.61 -2.57
H -3.11 7.58 5.49
H 4.72 -1.35 -1.06
H 2.74 -0.58 1.03
C 3.14 0.91 -5.71
H -0.45 5.14 -3.64
O -2.09 9.19 2.75
H 1.99 -5.75 -0.05
O -5.93 2.31 -2.89
S 3.19 -4.32 4.76
S -0.08 3.40 -1.33
O 2.22 -0.19 -5.79
O -1.05 -8.34 0.37
O 1.87 -4.75 5.57
O -1.22 2.85 -2.31
H -7.71 2.02 -4.97
H 4.55 -2.62 -2.29
C -1.11 5.14 -2.77
H -2.37 -7.10 -3.35
H -0.27 -5.07 -0.89
O -1.72 7.12 4.04
H -1.64 6.09 -2.71
H 1.67 -3.32 7.04
H -3.81 5.45 3.41
H -0.90 -7.99 -3.80
O 3.51 2.76 3.93
N 1.23 -3.70 -1.37
H 2.68 -1.75 -3.13
H 5.06 1.17 -6.70
O -4.65 4.35 -3.36
S -0.48 -8.53 -0.91
H -2.05 3.55 2.17
H -2.86 4.09 -2.07
C -7.68 2.90 -4.31
O 0.91 -8.74 -1.09
C -2.04 3.95 -2.77
C 0.40 -4.39 -0.36
H -2.58 5.88 5.46
C -2.26 -9.12 -2.54
C 1.27 -5.22 0.57
O -6.58 3.73 -4.72
H -4.93 6.50 4.29
C 1.22 -3.57 6.08
S 4.11 1.49 3.73
H 6.68 1.31 1.50
H 0.08 -1.33 -1.78
H 2.14 -4.12 -1.47
H 6.72 0.10 3.61
C 2.78 -1.36 -2.12
H -8.61 3.45 -4.40
O 5.49 1.45 4.55
H 0.16 -3.77 6.22
C -2.84 6.74 4.85
H 1.56 -2.29 1.91
S 2.99 -1.49 -6.32
C 6.15 1.75 2.34
S -4.05 2.15 3.76
O -3.78 7.43 2.83
C 6.59 1.18 3.67
O -4.72 0.93 4.06
Si 1.27 -1.98 -1.18
O -4.51 2.39 -4.88
C 1.49 -2.51 5.04
H 0.68 -6.00 1.06
O -4.68 3.40 4.01
O 2.84 -2.76 4.62
O 4.75 1.45 2.26
O 2.27 -2.03 -7.41
O -0.96 -7.32 -1.85
C -1.63 -7.82 -3.01
H -0.24 -3.69 0.18
H 2.86 -0.28 -2.10
O -2.63 2.16 4.48
O 0.39 -0.29 1.26
C -7.35 2.52 -2.89
H 0.83 -2.62 4.17
H 7.49 1.64 4.05
O 4.32 -4.44 5.61
C 4.03 -2.06 -1.52
H -1.67 2.02 1.35
H -0.67 2.41 3.81
H -2.47 -9.80 -3.36
O -1.27 -9.69 -1.68
H 1.76 -4.59 1.30
O 1.18 3.03 -1.87
H -2.43 3.74 -3.76
C -3.94 6.43 3.86
O -0.43 3.08 0.00
```

Summary:
gap between HOMO and LUMO	8.9	eV
E_HOMO	-8.60	eV
LUMO energy	0.0118	Ha
SMILES string	CCN[Si@H](CC)[PH2]=O.O=S1(=O)OCCO1.O=S1(=O)OCCO1.O=S1(=O)OCCO1.O=S1(=O)OCCO1.O=S1(=O)OCCO1.O=S1(=O)OCCO1.O=S1(=O)OCCO1.O=S1(=O)OCCO1
E_tot	-194385.062	eV

Here are the Mulliken charges for atoms 1 to 5, given in e:
1 O -0.32
2 S 1.21
3 S 1.04
4 H 0.34
5 O -0.33

=====

Record 4
Molecular formula: C5H6O
Method: DFT, ωB97M-V with the def2-TZVPD basis set

Structure (XYZ):
```
12
C5H6O ωB97M-V with the def2-TZVPD basis set
H -1.56 1.32 -1.26
O -1.00 -0.94 1.04
H 2.90 -0.88 1.93
H 0.53 -0.03 -1.73
C 2.36 -0.44 1.13
C 1.67 -0.23 0.17
H -1.31 1.78 0.44
C 0.55 -0.49 -0.74
C -1.62 0.96 -0.23
H -2.66 0.73 0.03
H 0.89 -1.53 -0.87
C -0.75 -0.25 0.08
```

Summary:
gap between HOMO and LUMO	10.6	eV
E_HOMO	-9.70	eV
LUMO energy	0.0328	Ha
SMILES string	C#CCC(C)=O
E_tot	-7326.956	eV

Here are the natural (NBO) charges for atoms 1 to 5, given in e:
1 H 0.22
2 O -0.52
3 H 0.24
4 H 0.24
5 C -0.22

=====

Record 5
Molecular formula: C6H22ClO9
Method: DFT, ωB97M-V with the def2-TZVPD basis set

Structure (XYZ):
```
38
C6H22ClO9 ωB97M-V with the def2-TZVPD basis set
O -1.04 -1.33 -0.42
H -7.30 -0.51 1.81
O -2.55 -0.59 1.23
H -0.57 3.03 -3.96
H 2.12 -4.21 1.57
H -1.86 4.08 -4.89
H -1.12 0.18 -5.41
C 2.75 0.21 6.90
H -1.50 2.89 -6.72
O -3.42 -1.81 -0.52
O 2.41 -4.99 2.03
O 1.14 -0.56 5.46
C -1.61 0.86 -6.10
C 2.23 0.33 5.50
H 3.60 0.89 6.97
H 3.73 -1.33 -4.48
C 3.30 -0.06 4.48
H -7.07 0.06 0.43
H 0.61 1.80 -5.47
H 3.03 -0.76 -3.26
Cl -2.27 -1.62 0.27
O 3.53 -0.50 -4.04
H 2.99 0.08 3.44
H -2.30 2.74 -4.16
H 3.45 -1.07 4.84
H 2.03 0.46 7.67
O -7.69 0.07 1.16
H 1.70 -5.20 2.64
H 4.13 0.59 4.76
H -1.48 0.48 -7.12
C -1.41 3.12 -4.65
H -2.66 0.92 -5.83
C -1.05 2.28 -5.93
H 1.87 1.34 5.32
H 0.77 -0.52 4.58
O 0.28 2.30 -6.23
H 3.18 -0.77 7.14
O -1.97 -2.88 0.99
```

Summary:
charge	-1
gap between HOMO and LUMO	8.4	eV
E_HOMO	-5.80	eV
LUMO energy	0.0940	Ha
E_tot	-37522.364	eV

Here are the natural (NBO) charges for atoms 1 to 5, given in e:
1 O -0.88
2 H 0.47
3 O -0.89
4 H 0.21
5 H 0.48

=====

> E_tot of number 4 (C5H6O)?

-7326.956 eV

=====

> Number 5 is which compound?

C6H22ClO9

=====

> E_tot of number 3 (C20H46NO33PS8Si)?

-194385.062 eV

=====

> Which of these has the lowest E_tot?

C20H46NO33PS8Si